Entry 1:
C4H12N2O in the gas phase, computed with the ωB97M-V functional and the def2-TZVPD basis.

Geometry as ORCA input:
```
! wB97M-V def2-TZVPD RIJCOSX def2/J DEFGRID3
* xyz 0 1
N 1.305 -2.064 2.148
C 0.584 -1.774 0.898
N 0.972 -0.575 0.191
C 0.241 -0.273 -1.014
C -1.178 0.277 -0.732
C -1.103 1.696 -0.211
O -0.898 2.631 -1.286
H 1.723 -1.190 2.460
H 2.159 -2.516 1.809
H -0.496 -1.754 1.056
H 0.722 -2.660 0.260
H 1.977 -0.457 0.082
H 0.142 -1.120 -1.712
H 0.746 0.483 -1.618
H -1.656 -0.308 0.051
H -1.716 0.238 -1.676
H -0.315 1.905 0.521
H -2.010 1.968 0.347
H -1.521 3.343 -1.183
*
```

***

Entry 2:
C4H12N2O in the gas phase, computed with the ωB97M-V functional and the def2-TZVPD basis.

Geometry as ORCA input:
```
! wB97M-V def2-TZVPD RIJCOSX def2/J DEFGRID3
* xyz 0 1
C -0.316 -1.361 -0.411
C 0.155 0.075 -0.663
C -0.696 0.745 -1.728
O -0.345 0.147 -2.997
N 0.175 0.926 0.482
C 1.014 0.489 1.582
N 0.305 -0.179 2.632
H -1.105 -1.318 0.328
H -0.819 -1.802 -1.266
H 0.484 -2.048 -0.145
H 1.167 0.020 -1.072
H -0.340 1.762 -1.734
H -1.752 0.568 -1.516
H -0.919 0.537 -3.671
H -0.742 1.035 0.908
H 1.723 -0.201 1.117
H 1.558 1.358 1.959
H 0.046 0.406 3.402
H 0.405 -1.160 2.794
*
```

***

Entry 3:
C4H12N2O in the gas phase, computed with the ωB97M-V functional and the def2-TZVPD basis.

Geometry as ORCA input:
```
! wB97M-V def2-TZVPD RIJCOSX def2/J DEFGRID3
* xyz 0 1
N -1.942 -0.581 1.356
C -0.635 -0.155 0.890
C -0.435 -0.284 -0.609
N -1.634 0.150 -1.303
C 0.770 0.772 -1.052
C 1.908 0.685 -0.051
O 2.109 -0.728 0.342
H -2.062 -1.555 1.073
H -2.069 -0.499 2.371
H 0.227 -0.549 1.528
H -0.571 0.922 0.991
H -0.006 -1.329 -0.765
H -1.683 -0.478 -2.137
H -2.432 -0.160 -0.739
H 1.064 0.537 -2.071
H 0.225 1.779 -0.971
H 2.810 1.048 -0.428
H 1.422 1.291 0.786
H 2.936 -0.866 0.791
*
```

***

Entry 4:
C4H12N2O in the gas phase, computed with the ωB97M-V functional and the def2-TZVPD basis.

Geometry as ORCA input:
```
! wB97M-V def2-TZVPD RIJCOSX def2/J DEFGRID3
* xyz 0 1
C 0.786 0.278 -2.037
C 0.134 0.166 -0.660
C 1.115 0.547 0.437
N 1.186 2.033 0.514
N -0.497 -1.166 -0.537
C -0.942 -1.527 0.789
O -1.887 -0.621 1.399
H 0.118 0.333 -2.892
H 1.481 1.107 -1.883
H 1.515 -0.527 -2.212
H -0.630 0.966 -0.570
H 0.721 0.253 1.412
H 2.106 0.105 0.371
H 2.154 2.260 0.725
H 0.610 2.441 1.235
H -1.231 -1.340 -1.209
H -0.059 -1.648 1.406
H -1.536 -2.432 0.702
H -1.899 0.240 0.968
*
```

***

Entry 5:
2 unconnected molecules or ions with the total composition C4H12N2O, computed with the ωB97M-V functional and the def2-TZVPD basis.

Geometry as ORCA input:
```
! wB97M-V def2-TZVPD RIJCOSX def2/J DEFGRID3
* xyz 0 1
N -2.192 0.104 -1.370
C -1.272 0.410 -0.388
C -0.081 -0.238 -0.374
C 0.827 -0.120 0.792
C 0.814 -1.423 1.543
N 1.771 -2.468 1.044
H -3.022 0.534 -1.536
H -1.874 -0.613 -1.962
H -1.698 1.196 0.198
H 0.352 -0.994 -0.993
H 0.436 0.785 1.430
H 1.827 0.192 0.634
H -0.291 -1.801 1.403
H 1.287 -1.217 2.544
H 1.735 -2.915 0.133
H 2.758 -2.270 1.340
O -0.222 3.832 -1.741
H -0.882 4.190 -1.083
H -0.274 2.814 -1.615
*
```

***

Entry 6:
2 unconnected molecules or ions with the total composition C4H12N2O, computed with the ωB97M-V functional and the def2-TZVPD basis.

Geometry as ORCA input:
```
! wB97M-V def2-TZVPD RIJCOSX def2/J DEFGRID3
* xyz 0 1
C 2.353 1.774 -0.895
C 1.257 0.721 -0.959
C 1.152 -0.252 0.192
N 0.361 -1.400 -0.209
C -0.472 -1.964 0.563
N -0.660 -1.595 1.893
H 2.520 2.307 -1.829
H 1.966 2.596 -0.272
H 3.245 1.367 -0.416
H 0.306 1.240 -1.090
H 1.432 0.031 -1.796
H 0.974 0.282 1.148
H 2.133 -0.685 0.421
H -0.983 -2.850 0.212
H -1.456 -2.089 2.286
H -0.294 -0.740 2.265
O -3.357 1.911 -0.654
H -2.537 1.660 -1.054
H -3.744 1.090 -0.291
*
```

***

Entry 7:
C4H12N2O in the gas phase, computed with the ωB97M-V functional and the def2-TZVPD basis.

Geometry as ORCA input:
```
! wB97M-V def2-TZVPD RIJCOSX def2/J DEFGRID3
* xyz 0 1
C -2.307 -0.201 -0.086
C -1.161 -1.100 0.303
C 0.503 -0.407 -0.166
N 1.534 -1.350 0.083
O 0.386 -0.098 -1.499
N 0.438 0.621 0.753
C 1.167 2.096 0.123
H -3.264 -0.720 0.014
H -2.212 0.104 -1.128
H -2.320 0.702 0.521
H -1.124 -2.023 -0.274
H -1.149 -1.343 1.364
H 1.644 -1.593 1.057
H 1.800 -1.930 -0.702
H 1.167 -0.396 -1.979
H 1.064 0.428 1.528
H 1.737 2.520 0.949
H 0.273 2.663 -0.114
H 1.825 2.027 -0.746
*
```

***

Entry 8:
C4H12N2O in the gas phase, computed with the ωB97M-V functional and the def2-TZVPD basis.

Geometry as ORCA input:
```
! wB97M-V def2-TZVPD RIJCOSX def2/J DEFGRID3
* xyz 0 1
N 0.872 2.703 1.447
C 0.472 1.406 1.916
C -0.651 0.450 1.433
N -0.394 0.144 -0.074
C -1.063 -0.889 -0.800
C -0.226 -1.615 -2.012
O 0.941 -2.338 -1.949
H 0.280 3.281 1.941
H 0.951 2.905 0.329
H 1.470 0.780 1.927
H 0.063 1.686 2.887
H -1.772 0.686 1.616
H -0.322 -0.454 2.101
H 0.442 0.684 -0.380
H -2.151 -0.493 -1.346
H -1.348 -1.656 -0.045
H -0.003 -0.628 -2.436
H -1.042 -2.123 -2.665
H 1.371 -2.006 -1.176
*
```

***

Entry 9:
2 unconnected molecules or ions with the total composition C4H12N2O, computed with the ωB97M-V functional and the def2-TZVPD basis.

Geometry as ORCA input:
```
! wB97M-V def2-TZVPD RIJCOSX def2/J DEFGRID3
* xyz 0 1
C -0.856 -1.638 -0.732
O 0.056 -0.331 -0.009
N 0.561 0.616 -0.882
C -0.197 1.854 -0.808
C 1.989 0.789 -0.688
H -1.775 -1.148 -1.039
H -1.020 -2.634 -0.338
H -0.145 -1.759 -1.546
H -0.116 2.327 0.182
H 0.176 2.545 -1.564
H -1.244 1.632 -1.015
H 2.223 1.256 0.279
H 2.463 -0.190 -0.729
H 2.385 1.413 -1.490
C -0.977 -0.554 2.106
N -1.236 -1.749 1.751
H -1.734 0.201 1.929
H -0.070 -0.234 2.618
H -0.483 -2.398 1.976
*
```

***

Entry 10:
A molecular structure, C4H12N2O, computed with the ωB97M-V functional and the def2-TZVPD basis.

Geometry as ORCA input:
```
! wB97M-V def2-TZVPD RIJCOSX def2/J DEFGRID3
* xyz 0 1
C -0.159 -0.386 -0.293
C -1.990 -0.057 0.926
C 0.753 0.410 0.631
C 2.206 0.418 0.146
N -0.011 -1.776 -0.205
N -0.150 -0.002 -1.685
O -2.166 1.271 1.294
H -2.703 1.783 0.670
H -0.617 -2.268 -0.851
H -0.171 -2.099 0.740
H -0.031 0.997 -1.797
H 0.583 -0.493 -2.183
H -2.863 -0.485 0.386
H -1.457 0.010 -0.196
H 0.685 -0.019 1.630
H 0.362 1.427 0.705
H 2.313 0.934 -0.811
H 2.837 0.933 0.870
H 2.579 -0.600 0.024
*
```

***

Entry 11:
2 unconnected molecules or ions with the total composition C4H12N2O, computed with the ωB97M-V functional and the def2-TZVPD basis.

Geometry as ORCA input:
```
! wB97M-V def2-TZVPD RIJCOSX def2/J DEFGRID3
* xyz 0 1
N 0.753 -2.152 -2.444
C 0.533 -1.550 -1.225
C -0.634 -1.037 -0.773
C -0.814 -0.417 0.543
C -2.296 -0.008 0.754
N -2.599 1.162 -0.180
H 1.668 -1.949 -2.824
H 0.089 -2.060 -3.204
H 1.352 -1.383 -0.528
H -1.500 -1.358 -1.355
H -0.762 -1.263 1.266
H -0.119 0.408 0.707
H -2.839 -0.946 0.624
H -2.720 0.377 1.674
H -1.994 0.998 -0.971
H -2.403 1.983 0.364
O 5.097 3.114 2.723
H 4.993 2.875 1.797
H 4.196 3.205 3.049
*
```

***

Entry 12:
C4H12N2O in the gas phase, computed with the ωB97M-V functional and the def2-TZVPD basis.

Geometry as ORCA input:
```
! wB97M-V def2-TZVPD RIJCOSX def2/J DEFGRID3
* xyz 0 1
N 2.103 2.178 -0.405
C 2.220 0.735 0.089
C 0.861 0.135 0.580
N 0.097 0.036 -0.633
C -1.277 -0.369 -0.673
C -1.996 -0.901 0.567
O -3.170 -1.666 0.311
H 1.212 2.599 -0.219
H 2.000 2.126 -1.446
H 2.771 0.588 0.990
H 2.666 0.159 -0.633
H 1.092 -1.014 0.858
H 0.265 0.776 1.305
H 0.679 -0.563 -1.232
H -1.677 0.628 -1.110
H -1.179 -1.257 -1.393
H -1.023 -1.344 1.071
H -2.451 -0.291 1.272
H -3.194 -2.556 0.701
*
```

***

Values of DFT total energy, in order: -9369.4886, -9369.5037, -9368.9753, -9369.4828, -9368.2098, -9369.6364, -9367.8909, -9366.6963, -9365.4518, -9366.0291, -9368.7396, -9367.1271, all in eV.
Values of largest force on an atom, in order: 1.61, 1.57, 3.20, 1.88, 3.48, 2.38, 6.56, 4.92, 3.57, 1.24, 2.91, 4.78, all in eV/A.
Values of energy relative to the best compared isomer or geometry (same formula, charge and spin), in order: 39.3, 39.0, 51.2, 39.5, 68.8, 35.9, 76.2, 103.7, 132.4, 119.1, 56.6, 93.8, all in kcal/mol.